Record 1
The following is a quantum chemistry calculation of a cluster of 15 separate species, C27H64F3N14O34PS in total, from the Open Molecules 2025 dataset.

Last column: Mulliken charge in e.
Positions of all 144 atoms, in Å:
1 C -3.619 -0.269 4.264  -0.6905
2 O -3.276 -1.506 3.667  -0.5584
3 C -2.395 -1.279 2.554  -0.2561
4 C -1.671 -2.568 2.216  -1.2265
5 C -2.055 -3.118 0.856  -1.3672
6 C -1.735 -2.247 -0.378  -0.6169
7 C -0.364 -1.536 -0.425  -1.2541
8 C -0.502 -0.048 -0.815  0.6748
9 S -1.095 -0.040 -2.539  0.0870
10 O -1.302 0.627 0.175  0.0104
11 C -0.466 1.254 1.021  0.3988
12 O -0.718 1.691 2.119  -0.6367
13 O 0.795 1.399 0.469  -0.3118
14 C 0.762 0.781 -0.816  0.0938
15 C 0.954 1.952 -1.819  -1.6742
16 C -0.036 3.110 -1.725  -0.4385
17 O -1.007 3.153 -2.773  -0.3483
18 C -2.131 3.901 -2.413  -0.5373
19 C -3.326 3.060 -2.013  0.8733
20 F -3.551 2.013 -2.833  -0.2924
21 F -3.257 2.634 -0.729  -0.1033
22 F -4.442 3.862 -2.093  -0.3150
23 P 2.338 -0.196 -0.949  0.5323
24 O 2.522 -1.171 0.148  -0.7400
25 H -4.573 -0.392 4.745  0.3456
26 H -3.742 0.502 3.505  0.3818
27 H -2.865 0.050 4.982  0.2287
28 H -1.677 -0.534 2.876  0.2630
29 H -3.013 -0.931 1.729  0.3774
30 H -1.978 -3.298 2.957  0.5482
31 H -0.598 -2.479 2.342  0.4191
32 H -3.137 -3.213 0.878  0.3166
33 H -1.689 -4.123 0.691  0.6905
34 H -1.739 -2.927 -1.220  0.5053
35 H -2.555 -1.566 -0.561  0.3091
36 H 0.239 -1.666 0.465  0.8466
37 H 0.196 -1.976 -1.241  0.5091
38 H -2.277 -0.673 -2.522  0.1015
39 H 1.041 1.615 -2.847  0.5256
40 H 1.916 2.386 -1.573  0.8497
41 H 0.550 4.025 -1.803  0.4282
42 H -0.539 3.151 -0.763  0.3090
43 H -1.924 4.585 -1.593  0.5183
44 H -2.439 4.485 -3.271  0.1397
45 H 2.402 -0.864 -2.190  0.0156
46 H 3.384 0.748 -0.898  0.1030
47 C -6.521 2.702 6.638  -0.6158
48 N -6.055 1.400 6.100  0.9230
49 O -5.106 0.877 6.647  -0.3904
50 O -6.651 0.946 5.151  -0.5602
51 H -5.890 2.968 7.462  0.0669
52 H -6.447 3.425 5.834  0.2578
53 H -7.553 2.576 6.957  0.3335
54 C 6.775 -0.238 -1.799  -0.7482
55 N 6.214 0.982 -2.442  0.9270
56 O 6.489 2.054 -1.955  -0.5477
57 O 5.511 0.814 -3.417  -0.5125
58 H 7.374 0.067 -0.950  0.2882
59 H 5.936 -0.855 -1.486  0.2703
60 H 7.381 -0.751 -2.540  0.3401
61 C 2.159 0.048 -6.131  -0.9177
62 N 2.394 -1.244 -5.437  1.0580
63 O 1.493 -1.703 -4.767  -0.4843
64 O 3.479 -1.762 -5.586  -0.6904
65 H 1.152 0.378 -5.905  0.3274
66 H 2.897 0.759 -5.768  0.3185
67 H 2.281 -0.129 -7.194  0.3167
68 C -3.662 -7.358 0.901  -0.8422
69 N -3.781 -5.946 1.351  0.9100
70 O -3.041 -5.570 2.230  -0.4881
71 O -4.621 -5.268 0.796  -0.4954
72 H -2.881 -7.837 1.478  0.3342
73 H -4.623 -7.835 1.068  0.2996
74 H -3.417 -7.340 -0.157  0.2902
75 C -0.201 -3.673 -6.654  -0.6872
76 N 0.044 -3.090 -8.002  0.9068
77 O -0.338 -3.709 -8.967  -0.5476
78 O 0.622 -2.022 -8.042  -0.5253
79 H -0.717 -4.617 -6.776  0.3231
80 H 0.766 -3.811 -6.180  0.2499
81 H -0.804 -2.964 -6.096  0.2623
82 C -3.796 4.734 1.290  -0.4868
83 N -3.640 6.102 1.858  0.9921
84 O -2.787 6.277 2.700  -0.5897
85 O -4.383 6.958 1.433  -0.5770
86 H -3.071 4.079 1.760  0.2252
87 H -4.810 4.408 1.497  0.2560
88 H -3.627 4.811 0.225  0.1053
89 C 5.724 -2.616 -7.794  -0.3834
90 N 6.779 -1.597 -8.044  0.9113
91 O 7.924 -1.889 -7.779  -0.5387
92 O 6.413 -0.536 -8.500  -0.5361
93 H 6.192 -3.506 -7.391  0.3009
94 H 5.020 -2.191 -7.086  0.0610
95 H 5.242 -2.825 -8.745  0.2835
96 C -2.195 4.658 5.625  -0.6863
97 N -3.413 3.830 5.816  0.7596
98 O -3.923 3.800 6.918  -0.4156
99 O -3.834 3.230 4.854  -0.4486
100 H -1.948 5.128 6.569  0.2962
101 H -1.403 3.992 5.294  0.2970
102 H -2.425 5.395 4.864  0.2009
103 C 10.387 -3.362 -1.180  -0.7355
104 N 9.816 -2.150 -1.825  0.8928
105 O 10.083 -1.069 -1.344  -0.5215
106 O 9.114 -2.320 -2.800  -0.5201
107 H 10.985 -3.054 -0.333  0.3204
108 H 9.555 -3.985 -0.867  0.2882
109 H 10.995 -3.869 -1.920  0.2658
110 C -4.232 6.934 -5.529  -0.7290
111 N -2.998 6.282 -6.048  0.8816
112 O -2.883 6.157 -7.243  -0.5215
113 O -2.187 5.917 -5.222  -0.5331
114 H -4.857 7.203 -6.372  0.3152
115 H -4.731 6.219 -4.882  0.2708
116 H -3.925 7.813 -4.970  0.2863
117 C -3.629 -1.512 8.015  -0.6005
118 N -2.853 -2.414 8.910  0.9220
119 O -2.096 -1.903 9.709  -0.5451
120 O -3.033 -3.604 8.781  -0.5460
121 H -3.366 -0.488 8.248  0.2866
122 H -3.369 -1.758 6.990  0.2102
123 H -4.683 -1.695 8.201  0.2720
124 C 15.297 -3.145 -1.003  -0.7151
125 N 13.918 -3.693 -0.895  0.8819
126 O 13.384 -3.674 0.192  -0.5231
127 O 13.420 -4.126 -1.912  -0.5135
128 H 15.605 -2.800 -0.024  0.3084
129 H 15.937 -3.946 -1.359  0.2846
130 H 15.265 -2.329 -1.718  0.2896
131 C -3.538 4.027 10.341  -0.4311
132 N -2.714 5.228 10.039  0.9258
133 O -1.526 5.171 10.266  -0.5459
134 O -3.294 6.186 9.577  -0.5204
135 H -2.893 3.255 10.741  0.2993
136 H -4.293 4.319 11.065  0.3080
137 H -3.993 3.711 9.408  -0.0198
138 C -5.874 -4.267 -2.063  -0.8194
139 N -4.462 -3.804 -2.121  0.9878
140 O -3.588 -4.642 -2.089  -0.5331
141 O -4.280 -2.608 -2.194  -0.5347
142 H -5.877 -5.348 -1.998  0.2825
143 H -6.324 -3.820 -1.183  0.3132
144 H -6.365 -3.924 -2.969  0.3029

Calculated values
orbital gap: 8.877 eV
2S+1: 1

---

Record 2
The following is a quantum chemistry calculation of a structure of composition C47H47BiFN9O4S, from the Open Molecules 2025 dataset.

Last column: Mulliken charge in e.
Positions of all 110 atoms, in Å:
1 Bi -11.661 -0.020 19.637  1.8690
2 N -14.760 1.256 15.956  -0.4196
3 C -13.893 0.608 16.751  0.5320
4 S -12.845 1.606 17.678  -0.4707
5 N -14.078 -0.722 16.860  -1.1451
6 N -13.118 -1.391 17.559  0.8081
7 C -13.135 -2.690 17.227  -0.9220
8 C -12.150 -3.629 17.602  0.7674
9 C -12.303 -4.876 16.921  -0.6800
10 C -11.762 -6.039 17.422  -0.5791
11 C -10.990 -5.944 18.562  -0.5797
12 C -10.778 -4.731 19.211  -0.5961
13 C -11.196 -3.484 18.714  0.4435
14 O -10.721 -2.340 19.160  -0.7403
15 H -14.759 2.307 15.892  0.2011
16 H -15.382 0.750 15.318  0.2305
17 H -13.917 -3.019 16.523  0.1459
18 H -12.892 -4.797 16.020  0.3696
19 H -11.887 -6.989 16.898  0.3400
20 H -10.622 -6.830 19.057  0.3398
21 H -10.214 -4.679 20.116  0.4248
22 C -9.318 -4.031 25.578  -1.3163
23 C -10.639 -3.453 26.055  0.7932
24 C -11.172 -3.879 27.259  -0.7660
25 C -12.416 -3.427 27.682  -0.5237
26 C -13.164 -2.562 26.901  -0.7418
27 C -12.725 -2.269 25.622  -0.2401
28 C -11.432 -2.684 25.170  0.0167
29 N -10.836 -2.009 24.063  0.2916
30 C -11.285 -1.831 22.793  -0.5840
31 N -12.396 -2.544 22.350  0.5543
32 C -13.390 -2.144 21.426  0.1160
33 C -13.349 -0.960 20.713  0.0161
34 C -14.538 -0.510 20.177  -0.9596
35 C -15.656 -1.351 20.032  -0.5153
36 C -15.687 -2.599 20.660  -0.8524
37 C -14.515 -3.065 21.308  0.8099
38 C -14.276 -4.515 21.738  -1.8743
39 N -10.717 -1.017 21.944  0.1083
40 C -9.577 -0.167 22.298  1.0763
41 C -9.928 0.916 23.329  -0.9717
42 C -9.862 2.211 22.632  -1.1355
43 C -7.726 1.673 22.483  1.8362
44 C -7.222 0.263 22.590  -1.8211
45 C -8.139 -0.765 22.553  0.0437
46 C -7.846 -2.215 22.722  -0.9989
47 H -8.932 -4.718 26.307  0.4796
48 H -8.553 -3.277 25.363  0.1625
49 H -9.478 -4.634 24.689  0.2980
50 H -10.600 -4.608 27.856  0.3148
51 H -12.804 -3.761 28.631  0.3697
52 H -14.080 -2.140 27.342  0.3928
53 H -13.324 -1.517 25.026  0.3386
54 H -9.952 -1.541 24.246  0.2637
55 H -12.657 -3.414 22.853  0.2959
56 H -14.614 0.490 19.789  0.5504
57 H -16.586 -1.018 19.549  0.3803
58 H -16.582 -3.194 20.575  0.4163
59 H -15.122 -5.129 21.388  0.3820
60 H -14.284 -4.658 22.805  0.4133
61 H -13.307 -4.908 21.400  0.3750
62 H -10.706 0.882 24.111  0.8478
63 H -10.618 2.983 22.712  0.4170
64 H -5.901 2.247 21.593  0.4506
65 H -6.141 0.066 22.581  0.5593
66 H -7.843 -2.811 21.812  0.2098
67 H -8.634 -2.676 23.278  -0.1429
68 H -6.892 -2.366 23.226  0.4273
69 F -7.423 2.661 26.872  -0.4344
70 C -7.355 2.454 25.523  0.3309
71 C -8.574 2.310 24.955  -0.9275
72 C -8.776 1.882 23.599  1.4121
73 C -8.934 1.842 21.411  1.0670
74 O -9.317 0.511 20.976  -0.5940
75 C -8.702 2.741 20.270  -0.7123
76 C -7.844 3.821 20.606  -0.9350
77 N -7.187 3.945 21.750  0.3617
78 C -6.751 5.220 21.934  -0.1904
79 C -5.187 5.589 22.018  -0.6294
80 C -6.028 5.680 23.215  -0.2696
81 C -6.567 2.672 22.378  -0.3286
82 C -5.733 2.751 23.567  -1.1672
83 C -5.992 2.463 24.921  -0.2497
84 N -5.000 2.054 25.812  0.6605
85 C -3.909 2.815 26.297  -0.7487
86 C -4.019 2.753 27.818  -0.7944
87 N -3.836 1.314 28.284  -0.0965
88 C -4.619 0.281 27.513  -0.9092
89 C -4.823 0.592 26.014  -0.3955
90 C -9.732 2.845 19.215  -0.1789
91 O -9.451 3.453 18.160  -0.7524
92 O -10.840 2.263 19.484  -0.8938
93 H -9.448 2.356 25.616  0.4672
94 H -7.754 4.677 19.903  0.5802
95 H -7.268 6.006 21.356  0.6241
96 H -4.979 6.502 21.445  0.3128
97 H -4.415 4.795 21.957  0.1921
98 H -6.331 6.667 23.487  0.4296
99 H -5.847 4.953 24.017  -0.1728
100 H -4.656 2.784 23.313  0.1956
101 H -3.883 3.788 25.831  0.4475
102 H -2.929 2.394 26.015  0.3711
103 H -5.030 3.064 28.160  0.3086
104 H -3.306 3.419 28.296  0.4433
105 H -4.061 1.274 29.326  0.3845
106 H -2.815 1.123 28.200  0.4397
107 H -5.646 0.209 27.905  0.4138
108 H -4.049 -0.662 27.513  0.3584
109 H -5.691 0.049 25.660  0.2612
110 H -3.950 0.272 25.429  0.4152

Calculated values
ΔE to the lowest compared entry with this formula, charge and spin: 3.1475 eV
orbital gap (alpha / beta): 2.722 / 2.723 eV
2S+1: 1

---

Record 3
The following is a quantum chemistry calculation of a cluster of 8 separate species, C48H94FN3O11 in total, from the Open Molecules 2025 dataset.

Last column: Mulliken charge in e.
Positions of all 157 atoms, in Å:
1 C 4.644 0.487 0.377  -0.6108
2 C 4.271 -0.654 1.073  -0.3451
3 C 2.857 -1.259 0.675  -1.2064
4 C 1.787 -0.163 0.983  0.5280
5 C 1.357 0.140 2.375  1.5220
6 N 1.972 -0.617 3.424  -0.5857
7 C 0.329 1.165 2.647  0.6048
8 C -0.146 1.448 4.136  -2.0026
9 C 1.075 2.165 4.872  -0.5435
10 C 0.888 3.737 4.645  -0.5222
11 C 2.016 4.328 3.693  -0.6063
12 O 1.397 5.127 2.660  -0.4086
13 C 1.994 4.872 1.384  -0.1718
14 C -0.298 1.975 1.534  0.4901
15 O -1.265 2.994 1.736  -0.4249
16 C -2.405 2.832 0.999  0.3525
17 N -3.407 2.737 0.450  -0.5761
18 C 0.137 1.660 0.185  0.7643
19 C 1.146 0.592 -0.072  0.1124
20 C 1.325 0.508 -1.637  -0.5516
21 O 2.235 0.048 -2.268  -0.7114
22 N 0.144 1.165 -2.094  0.2829
23 C -0.947 0.350 -2.659  -0.8250
24 C -1.591 -0.691 -1.663  1.1270
25 C -2.967 -0.260 -1.051  -0.9120
26 F -1.847 -1.887 -2.426  -0.4564
27 C -0.260 2.236 -1.210  -0.5282
28 O -0.734 3.278 -1.547  -0.5169
29 H 5.628 0.574 -0.157  0.2682
30 H 3.968 1.383 0.301  0.1943
31 H 4.906 -1.086 1.886  0.3722
32 H 2.601 -2.145 1.323  0.5406
33 H 2.815 -1.558 -0.398  0.3030
34 H 1.431 -0.525 4.294  0.3263
35 H 1.981 -1.617 3.209  0.2761
36 H -0.405 0.441 4.584  0.3787
37 H -1.087 2.059 4.133  0.3584
38 H 1.062 1.863 5.948  0.4168
39 H 2.002 1.831 4.326  0.3525
40 H 0.891 4.212 5.657  0.4462
41 H -0.090 3.948 4.129  0.2116
42 H 2.620 5.041 4.319  0.3230
43 H 2.676 3.532 3.254  0.3717
44 H 3.027 5.335 1.344  0.3486
45 H 1.397 5.365 0.568  0.2240
46 H 2.134 3.768 1.194  -0.1993
47 H -0.684 -0.183 -3.608  0.0024
48 H -1.768 1.076 -2.934  0.5869
49 H -0.929 -1.009 -0.818  -0.1176
50 H -3.622 -1.168 -0.919  0.3516
51 H -3.529 0.436 -1.724  0.3075
52 H -2.876 0.196 -0.025  -0.0563
53 C -4.533 -2.318 2.134  -0.7940
54 C -3.669 -2.111 3.366  -0.4049
55 O -3.115 -0.807 3.460  -0.3615
56 C -4.026 0.269 3.524  -0.0333
57 C -4.988 0.215 4.698  -1.0981
58 H -3.957 -2.115 1.227  0.0048
59 H -4.900 -3.345 2.095  0.4402
60 H -5.399 -1.654 2.126  0.2748
61 H -2.824 -2.802 3.325  0.3987
62 H -4.223 -2.354 4.279  0.3008
63 H -4.575 0.346 2.579  0.2556
64 H -3.416 1.173 3.602  0.1686
65 H -5.629 -0.667 4.662  0.3345
66 H -5.631 1.097 4.702  0.2134
67 H -4.437 0.180 5.641  0.2677
68 C 2.555 -1.302 -5.017  -0.6019
69 C 2.012 -0.627 -6.264  -0.7187
70 O 2.219 -1.374 -7.454  -0.3136
71 C 1.629 -2.663 -7.500  -0.3429
72 C 0.117 -2.646 -7.350  -0.9582
73 H 3.626 -1.498 -5.124  0.2829
74 H 2.401 -0.668 -4.140  0.2204
75 H 2.065 -2.260 -4.825  0.3657
76 H 2.530 0.324 -6.403  0.3222
77 H 0.950 -0.387 -6.148  0.3844
78 H 2.091 -3.317 -6.751  0.2842
79 H 1.883 -3.084 -8.475  0.3910
80 H -0.194 -2.239 -6.386  0.1343
81 H -0.283 -3.658 -7.432  0.4063
82 H -0.336 -2.027 -8.128  0.2829
83 C 4.822 -3.839 -2.840  -0.9784
84 C 5.910 -2.791 -3.001  -0.2616
85 O 7.199 -3.246 -2.622  -0.4183
86 C 7.711 -4.362 -3.341  -0.4085
87 C 7.845 -4.111 -4.832  -1.0404
88 H 4.779 -4.189 -1.805  0.2847
89 H 3.850 -3.421 -3.112  0.2697
90 H 4.998 -4.711 -3.472  0.3543
91 H 5.680 -1.942 -2.354  0.2060
92 H 5.931 -2.402 -4.024  0.2978
93 H 7.100 -5.250 -3.144  0.3514
94 H 8.700 -4.570 -2.928  0.4203
95 H 6.882 -3.902 -5.301  0.2690
96 H 8.277 -4.983 -5.326  0.4149
97 H 8.492 -3.249 -5.017  0.2486
98 C 13.337 -1.031 -1.751  -1.0125
99 C 12.609 -1.200 -3.074  -0.3314
100 O 11.615 -2.211 -3.052  -0.4243
101 C 10.559 -2.036 -2.119  0.0991
102 C 9.765 -0.760 -2.337  -0.8739
103 H 13.803 -1.973 -1.449  0.2859
104 H 14.113 -0.268 -1.838  0.3844
105 H 12.661 -0.729 -0.949  0.2669
106 H 13.331 -1.495 -3.838  0.3420
107 H 12.177 -0.251 -3.408  0.2958
108 H 10.946 -2.090 -1.095  0.3044
109 H 9.891 -2.890 -2.240  -0.1901
110 H 10.383 0.132 -2.220  0.3787
111 H 8.945 -0.697 -1.619  0.2592
112 H 9.348 -0.739 -3.346  0.2147
113 C -7.937 3.690 5.565  -1.1784
114 C -8.347 2.266 5.903  -0.3106
115 O -7.805 1.795 7.126  -0.3822
116 C -8.157 2.524 8.293  -0.3708
117 C -9.652 2.562 8.558  -0.9431
118 H -6.847 3.772 5.520  0.2904
119 H -8.352 3.986 4.599  0.4246
120 H -8.288 4.404 6.311  0.3031
121 H -7.977 1.599 5.123  0.4530
122 H -9.437 2.162 5.906  0.2111
123 H -7.740 3.535 8.246  0.3234
124 H -7.662 2.025 9.129  0.3248
125 H -10.198 3.058 7.753  0.2650
126 H -9.859 3.100 9.485  0.4018
127 H -10.050 1.548 8.646  0.2034
128 C -15.166 -0.974 9.324  -1.0240
129 C -14.033 0.029 9.187  -0.3154
130 O -12.759 -0.502 9.517  -0.4287
131 C -12.315 -1.604 8.740  -0.3972
132 C -12.197 -1.293 7.258  -0.8247
133 H -15.205 -1.368 10.343  0.2871
134 H -16.122 -0.501 9.094  0.3831
135 H -15.043 -1.823 8.650  0.2596
136 H -14.210 0.857 9.877  0.3329
137 H -14.013 0.464 8.182  0.2896
138 H -12.962 -2.471 8.910  0.3477
139 H -11.329 -1.875 9.124  0.3374
140 H -13.158 -1.020 6.820  0.2693
141 H -11.816 -2.160 6.716  0.3852
142 H -11.515 -0.454 7.099  0.1034
143 C 5.463 2.611 -11.292  -0.9865
144 C 4.797 1.439 -11.993  -0.3276
145 O 4.727 0.267 -11.199  -0.4409
146 C 4.001 0.374 -9.982  -0.2089
147 C 2.546 0.762 -10.172  -0.8746
148 H 6.474 2.342 -10.975  0.2770
149 H 5.522 3.472 -11.962  0.3831
150 H 4.913 2.920 -10.402  0.2464
151 H 5.384 1.178 -12.876  0.3355
152 H 3.801 1.713 -12.355  0.2994
153 H 4.507 1.067 -9.300  0.2473
154 H 4.045 -0.609 -9.509  0.2076
155 H 2.441 1.744 -10.637  0.3476
156 H 2.033 0.789 -9.209  0.2418
157 H 2.040 0.039 -10.817  0.2515

Calculated values
ΔE to the lowest compared entry with this formula, charge and spin: 2.3583 eV
orbital gap: 8.083 eV
2S+1: 1
SMILES string: C=CCc1c(N)c(CCCCOC)c(OC#N)c2c1C(=O)N(C[C@@H](C)F)C2=O.CCOCC.CCOCC.CCOCC.CCOCC.CCOCC.CCOCC.CCOCC

---

- Look up the 2S+1 of the first one.
  1

---

- Number 2 is which compound?
  C47H47BiFN9O4S

---

- Which value of 2S+1 does entry 2 give?
  1